# 1
C10H10OS | ωB97M-V/def2-TZVPD

XYZ file:
```
22
Properties=species:S:1:pos:R:3:nbo_charge:R:1
S 1.0084 3.4954 0.2046 1.24
O 1.3511 3.5927 -1.2184 -0.92
C 0.5343 -3.9973 -0.4409 -0.36
C -1.0220 -0.6101 -0.0440 -0.17
C -0.6757 0.8273 0.2104 -0.13
C -0.3968 -3.0056 -0.3940 -0.23
C -0.7015 3.8706 0.3494 -0.37
C -1.9186 1.6667 0.1725 -0.51
C -1.5255 3.0390 0.0786 0.15
C 1.9521 0.8321 0.4521 -0.71
C 0.5907 1.3466 0.2931 0.01
C -0.2122 -1.7025 0.1301 -0.21
H -2.4766 1.2152 -0.6950 0.24
H 0.6405 -1.4616 0.6687 0.19
H 2.0393 -0.2800 0.6805 0.23
H 1.4967 -3.7478 0.0207 0.18
H 0.4351 -5.0421 -0.9117 0.22
H 2.2867 1.1459 -0.5465 0.26
H -2.4902 1.4970 1.0377 0.25
H -1.4215 -3.3862 -0.7522 0.21
H 2.4684 1.4867 1.2376 0.24
H -1.9627 -0.7819 -0.5333 0.20
```

## Properties
Relative energy (zero: lowest compared OMol25 entry of this formula, charge and spin) ... 124.8 kcal per mole
Kohn-Sham gap ... 8.285 eV
Highest occupied orbital energy ... -8.39 eV
Total charge ... 0

# 2
C10H14GdN4O4 | ωB97M-V/def2-TZVPD

XYZ file:
```
33
Properties=species:S:1:pos:R:3:mulliken_charge:R:1
Gd 0.0409 -0.3085 -2.1710 0.90
O 0.0363 -0.5867 -5.7682 -0.08
O 0.1936 2.7927 -3.8313 -0.09
O -3.1269 0.2259 -3.8040 -0.04
O 3.1644 0.1998 -3.8236 -0.02
N -1.2084 -0.3765 2.3467 0.31
N -0.1643 1.8010 1.8833 0.38
N 0.0040 -0.0279 0.1896 -0.07
N 1.2483 -0.1560 2.3506 0.15
C -1.3113 1.0933 2.5070 -0.68
C 0.1255 1.8066 -3.2357 0.38
C 2.1883 0.0884 -3.2224 0.20
C 0.0167 -0.5456 -4.6147 0.24
C 0.0693 -0.8191 2.9692 -0.69
C -2.1301 0.1143 -3.2285 0.25
C 1.2675 -0.4848 0.9085 -0.72
C 1.0882 1.3075 2.5120 -0.70
C -1.1628 -0.7015 0.9029 -0.76
C -0.1297 1.4656 0.4372 -0.80
H -1.0663 1.8040 -0.0415 0.45
H 1.0743 1.5482 3.5857 0.36
H 0.7348 1.9656 -0.0322 0.47
H 0.1654 -1.9028 2.8280 0.37
H -2.2355 1.4359 2.0235 0.35
H -1.0488 -1.7890 0.7840 0.46
H -1.3450 1.3335 3.5806 0.36
H 2.1324 0.0091 0.4346 0.42
H 1.3489 -1.5759 0.7954 0.45
H 1.9389 1.8085 2.0320 0.35
H -2.1021 -0.3680 0.4309 0.42
H 0.0735 -5.3092 -2.2587 0.03
H 0.0465 -0.5810 4.0455 0.36
H 0.0735 -5.2676 -1.5152 -0.03
```

## Properties
Expectation value of S² ... 16.79
Relative energy (zero: lowest compared OMol25 entry of this formula, charge and spin) ... 0.0 kcal per mole
Kohn-Sham gap (spin up / spin down) ... 8.131 / 3.957 eV
2S+1 ... 8
Highest occupied orbital energy (spin up / spin down) ... -20.66 / -18.52 eV
Total charge ... +3

# 3
CHNO2S | ωB97M-V/def2-TZVPD

XYZ file:
```
6
Properties=species:S:1:pos:R:3:nbo_charge:R:1
S 0.4132 -1.2693 -0.2361 1.43
O 0.2813 1.5874 1.6249 -0.50
O 0.0321 -1.1598 1.1336 -0.85
N -0.5484 -0.4922 -1.1309 -0.94
C -0.0886 1.5343 0.5596 0.49
H -0.0897 -0.2004 -1.9511 0.37
```

## Properties
Relative energy (zero: lowest compared OMol25 entry of this formula, charge and spin) ... 13.7 kcal per mole
Kohn-Sham gap ... 9.838 eV
Highest occupied orbital energy ... -10.69 eV
Total charge ... 0

# 4
C4H9N3O3 | ωB97M-V/def2-TZVPD

XYZ file:
```
19
Properties=species:S:1:pos:R:3:nbo_charge:R:1
O 0.5690 -1.3151 0.4314 -0.71
O -0.7337 1.5404 -0.7188 -0.54
O 2.7915 -1.6155 0.3702 -0.70
N -2.3366 -0.9263 0.9607 -0.81
N 1.8924 0.2947 -0.4262 -0.62
N -4.0084 0.5761 0.1391 -0.81
C 3.1774 0.8392 -0.7890 -0.41
C -2.6243 0.2788 0.2744 0.06
C -1.6813 0.9062 -0.3830 0.57
C 1.6707 -0.8932 0.1400 0.89
H -2.8317 -1.7120 0.5473 0.36
H -1.3392 -1.1219 0.9540 0.42
H 1.0728 0.8622 -0.6052 0.43
H -4.1742 1.5670 0.0143 0.37
H 3.9515 0.1150 -0.5501 0.23
H 3.3652 1.7623 -0.2373 0.20
H -4.4999 0.2397 0.9586 0.38
H 2.5346 -2.4534 0.7783 0.51
H 3.2041 1.0558 -1.8585 0.20
```

## Properties
Relative energy (zero: lowest compared OMol25 entry of this formula, charge and spin) ... 35.7 kcal per mole
Kohn-Sham gap ... 8.021 eV
Highest occupied orbital energy ... -7.31 eV
Total charge ... 0
SMILES ... NC(N)=C=O.CNC(=O)O

# 5
CN3O3 | ωB97M-V/def2-TZVPD

XYZ file:
```
7
Properties=species:S:1:pos:R:3:nbo_charge:R:1
O 2.2142 -0.5813 0.0699 -0.49
O -0.5097 1.2748 0.0304 -0.49
O -0.0395 -0.9819 -0.1077 -0.41
N 0.7745 1.1673 -0.0753 0.06
N -2.3687 -0.4759 0.0547 -0.66
N 1.1206 -0.0405 0.0091 0.44
C -1.1913 -0.3626 0.0190 0.54
```

## Properties
Relative energy (zero: lowest compared OMol25 entry of this formula, charge and spin) ... 25.4 kcal per mole
Kohn-Sham gap ... 8.256 eV
Highest occupied orbital energy ... -4.01 eV
Total charge ... -1

# 6
C20H22N4O2Sn | ωB97M-V/def2-TZVPD

XYZ file:
```
49
Properties=species:S:1:pos:R:3:nbo_charge:R:1
Sn -1.1719 0.4261 -0.7699 1.57
O -1.2722 -3.1421 0.6575 -0.39
O -1.5403 0.1976 3.0561 -0.39
N 1.0774 -0.6427 0.9947 -0.51
N 0.0168 2.4535 0.9318 -0.55
N 0.3663 -1.6742 -2.0425 -0.55
N -3.7328 -0.3858 0.0659 -0.57
C -2.7150 0.7501 -2.5989 -0.24
C -0.4404 2.3221 -2.1171 -0.22
C 1.9577 -3.2777 -3.3161 -0.76
C 2.3900 -1.6879 2.6995 0.05
C -4.8225 -0.6486 0.3228 0.54
C -6.1966 -0.9594 0.6159 -0.77
C -2.8077 1.8887 -1.7809 -0.17
C -1.4774 0.2270 1.9163 0.58
C 0.6220 3.2654 1.4769 0.50
C 1.3684 4.3089 2.1357 -0.76
C 4.8904 -1.4533 2.8084 -0.67
C 2.1915 -0.1407 0.4610 0.25
C -1.2822 -2.0722 0.2588 0.58
C 1.0777 -2.3944 -2.5956 0.51
C -1.6728 2.6835 -1.5556 -0.22
C 3.4606 -0.3721 1.0085 -0.18
C 1.1608 -1.4011 2.0844 0.18
C 3.5649 -1.1640 2.1585 0.08
C -1.4882 0.4107 -3.1908 -0.21
C -0.3482 1.1853 -2.9355 -0.23
H 2.3986 -2.3143 3.5913 0.28
H 2.4429 4.1524 1.9831 0.29
H 2.0796 -4.2215 -2.7724 0.31
H 2.0793 0.4727 -0.4373 0.21
H 5.0888 -2.5325 2.8392 0.29
H -1.4261 -0.4496 -3.8667 0.32
H 1.5358 -3.4841 -4.3074 0.31
H -6.7142 -1.2424 -0.3088 0.31
H -6.6908 -0.0804 1.0464 0.31
H 5.7028 -0.9687 2.2597 0.27
H 2.9391 -2.8038 -3.4386 0.30
H 4.9092 -1.0922 3.8450 0.29
H -1.7547 3.5967 -0.9553 0.32
H 0.6077 0.9285 -3.4062 0.31
H 4.3325 0.0703 0.5272 0.28
H -6.2528 -1.7900 1.3284 0.31
H 0.2441 -1.8106 2.5113 0.24
H 1.0848 5.2806 1.7123 0.31
H 1.1536 4.3085 3.2103 0.31
H -3.6075 0.1491 -2.8087 0.32
H -3.7728 2.1800 -1.3504 0.31
H 0.4437 2.9485 -1.9521 0.31
```

## Properties
Relative energy (zero: lowest compared OMol25 entry of this formula, charge and spin) ... 19.8 kcal per mole
Kohn-Sham gap (spin up / spin down) ... 5.958 / 5.994 eV
Highest occupied orbital energy (spin up / spin down) ... -22.76 / -22.58 eV
Total charge ... +4

# 7
C5H4InO | ωB97M-V/def2-TZVPD

XYZ file:
```
11
Properties=species:S:1:pos:R:3:nbo_charge:R:1
In 1.7094 2.7474 -0.6522 0.98
O 3.6540 -1.5028 -0.4453 -0.40
C -0.9183 0.1859 0.8167 -0.34
C 0.2809 -0.3135 0.5244 0.19
C -1.6985 -0.0451 -0.4435 -0.68
C 1.5349 -0.6456 0.4505 -0.47
C 2.6093 -1.1212 -0.0896 0.68
H -2.1871 1.0130 -0.1177 0.26
H -2.6469 -0.5982 -0.4188 0.25
H -1.2321 -0.5620 -1.2941 0.26
H -1.1055 0.8421 1.6696 0.27
```

## Properties
Kohn-Sham gap ... 6.275 eV
Highest occupied orbital energy ... -11.66 eV
Total charge ... +1

# 8
C5H10O2 | ωB97M-V/def2-TZVPD

XYZ file:
```
17
Properties=species:S:1:pos:R:3:nbo_charge:R:1
O 1.5638 1.7525 -0.6681 -0.73
O -1.0720 1.4133 -0.3827 -0.59
C -2.1501 -0.6701 -0.3998 -0.72
C 1.5547 0.3476 -0.7885 -0.06
C 1.4013 -0.3500 0.5663 -0.41
C -0.0650 -0.2104 1.0978 -0.53
C -1.0806 0.2752 0.0578 0.63
H -2.6289 -0.2757 -1.3003 0.24
H 2.1038 0.0792 1.3001 0.22
H 1.6554 -1.4127 0.4399 0.21
H 0.6455 1.9919 -0.4783 0.49
H 2.4868 0.0661 -1.2786 0.18
H 0.7456 -0.0081 -1.4458 0.15
H -0.1043 0.5408 1.8934 0.24
H -2.8679 -0.6743 0.4261 0.24
H -1.7881 -1.6932 -0.5437 0.23
H -0.3998 -1.1722 1.5044 0.22
```

## Properties
Relative energy (zero: lowest compared OMol25 entry of this formula, charge and spin) ... 29.3 kcal per mole
Kohn-Sham gap ... 10.560 eV
Highest occupied orbital energy ... -9.77 eV
Total charge ... 0
SMILES ... CC(=O)CCCO